Entry A
Molecular formula: CH3O4P
Method: DFT, wB97M-V/def2-TZVPD

Values from the calculation:
E_HOMO   -0.309 hartree
HOMO-LUMO gap   8.48 eV

Each line ends with the Löwdin charge.
CARTESIAN COORDINATES (ANGSTROEM)
C1 -1.83012 0.50516 0.03850  -0.003
O1 -2.51183 -0.39444 0.13351  0.226
O2 0.78847 0.57832 0.95524  -0.316
O3 0.71124 -1.33318 -0.46663  -0.334
O4 -0.37207 0.74333 -1.32564  -0.424
P1 0.95454 0.30486 -0.66203  0.557
H1 -1.55410 1.47296 0.48034  0.143
H2 1.44100 0.14615 1.53472  0.063
H3 1.30791 -1.91680 -1.06393  0.089

***

Entry B
Molecular formula: CH3O4P
Method: DFT, wB97M-V/def2-TZVPD

Values from the calculation:
E_HOMO   -0.359 hartree
HOMO-LUMO gap   10.52 eV
Structure (SMILES)   O=COP(O)O

Each line ends with the Löwdin charge.
CARTESIAN COORDINATES (ANGSTROEM)
C1 0.90995 -1.05435 0.89808  -0.467
O1 0.89155 0.16633 0.43706  -0.182
O2 -0.26925 1.93597 -0.82940  -0.229
O3 -0.06323 -1.74722 1.01448  0.016
O4 -0.91356 -0.31155 -1.26609  -0.213
P1 -0.73238 0.64746 0.00755  0.811
H1 1.92775 -1.37758 1.16092  0.142
H2 -0.18126 2.73352 -0.30436  0.059
H3 -1.56956 -0.99258 -1.11823  0.063

***

Entry C
Molecular formula: CH3O4P
Method: DFT, wB97M-V/def2-TZVPD

Values from the calculation:
E_HOMO (spin up / spin down)   -0.424 / -0.407 hartree
HOMO-LUMO gap (spin up / spin down)   9.06 / 6.11 eV

Each line ends with the Löwdin charge.
CARTESIAN COORDINATES (ANGSTROEM)
C1 0.04203 -0.16878 -0.00008  -0.049
O1 1.97098 -1.77633 0.72369  -0.218
O2 2.57763 1.81472 0.13586  0.072
O3 2.51601 -0.13721 -1.33694  -0.220
O4 2.13140 0.84939 0.86940  -0.176
P1 1.90736 -0.58023 -0.10352  0.374
H1 0.02745 0.01490 1.07919  0.049
H2 -0.16769 0.79847 -0.61881  0.113
H3 -0.57892 -1.05458 -0.01722  0.056

***

Energies relative to the most stable structure are entry A 210.7; entry B 0.0; entry C 682.6, reported in kJ/mol.

***

Entry A
Molecular formula: C3H10OS2
Method: DFT, wB97M-V/def2-TZVPD

Values from the calculation:
E_HOMO   -0.333 hartree
HOMO-LUMO gap   9.71 eV
Structure (SMILES)   CCSSC.O

Each line ends with the Löwdin charge.
CARTESIAN COORDINATES (ANGSTROEM)
S1 1.22911 1.57033 0.07883  0.414
S2 0.92085 0.17435 1.50648  0.481
C1 2.37777 0.68079 -1.03592  -0.471
C2 -1.06133 -1.64361 1.98807  -0.188
C3 -0.38310 -0.84113 0.84077  -0.650
H1 3.15217 0.11154 -0.49474  0.032
H2 2.87387 1.35022 -1.75868  0.034
H3 1.74340 -0.02952 -1.59236  0.022
H4 -1.83227 -2.29986 1.55033  0.073
H5 -1.53285 -1.01431 2.76155  0.069
H6 -0.29350 -2.27398 2.46732  0.067
H7 -0.09970 -1.67001 0.16397  0.076
H8 -1.12966 -0.21645 0.31361  0.065
O1 -2.02247 2.42627 -2.33920  -0.092
H9 -2.74620 1.76639 -2.24424  0.046
H10 -1.19609 1.90899 -2.20580  0.022

***

Entry B
Molecular formula: C3H10OS2
Method: DFT, wB97M-V/def2-TZVPD

Values from the calculation:
E_HOMO   -0.323 hartree
HOMO-LUMO gap   9.40 eV
Structure (SMILES)   CCCSS.O

Each line ends with the Löwdin charge.
CARTESIAN COORDINATES (ANGSTROEM)
C1 0.31579 0.60450 1.71463  -0.330
C2 0.61248 1.37298 0.43290  -0.129
C3 -0.98039 -0.21714 1.79576  -0.579
S1 -1.00774 -1.58689 0.62529  0.400
S2 -2.94204 -1.89705 0.36590  0.296
H1 0.35257 1.30724 2.54715  0.105
H2 1.07701 -0.18292 1.79673  0.098
H3 -0.21046 1.95505 0.01336  0.073
H4 1.48749 2.00793 0.54030  0.067
H5 0.86718 0.66077 -0.36193  0.060
H6 -1.86694 0.39735 1.66012  0.063
H7 -0.93525 -0.68770 2.77354  0.062
H8 -3.17014 -1.48956 -0.90517  -0.186
H9 1.39808 -0.88564 -4.27557  0.029
H10 2.66993 -0.27558 -4.56318  0.031
O1 2.33244 -1.08333 -4.15984  -0.061

***

Entry C
Molecular formula: C3H10OS2
Method: DFT, wB97M-V/def2-TZVPD

Values from the calculation:
E_HOMO   -0.311 hartree
HOMO-LUMO gap   8.93 eV
Structure (SMILES)   CCO.CSS

Each line ends with the Löwdin charge.
CARTESIAN COORDINATES (ANGSTROEM)
C1 3.25292 -2.17204 1.17391  -0.475
S1 2.26644 -1.30086 -0.10319  0.356
S2 1.08945 -2.91069 -0.76402  0.329
H1 4.14462 -1.54747 1.22758  0.022
H2 2.67928 -2.23844 2.09640  0.030
H3 3.50324 -3.15917 0.77348  0.020
H4 -0.01563 -2.18392 -0.87138  -0.247
C2 -1.55724 1.64197 -0.83676  -0.310
O1 -1.13712 0.43500 -0.20452  -0.102
C3 -2.53430 2.32500 0.17290  -0.073
H5 -2.10743 1.39301 -1.74834  0.103
H6 -0.77904 2.37035 -1.09198  0.102
H7 -0.71616 -0.14008 -0.84839  0.038
H8 -2.23507 1.97017 1.15280  0.071
H9 -3.50792 2.10652 -0.25737  0.066
H10 -2.34605 3.41067 0.12891  0.069

***

Energies relative to the most stable structure are entry A 0.0; entry B 19.8; entry C 83.6, reported in kJ/mol.

***

Entry A
Molecular formula: C5H13NO
Method: DFT, wB97M-V/def2-TZVPD

Values from the calculation:
Spin multiplicity   2
E_HOMO (spin up / spin down)   -0.555 / -0.552 hartree
HOMO-LUMO gap (spin up / spin down)   11.89 / 6.02 eV
Total charge   +1

Each line ends with the Löwdin spin population.
CARTESIAN COORDINATES (ANGSTROEM)
C1 -0.90078 1.45373 1.60661  0.079
O1 -0.39122 2.72164 1.27001  0.045
C2 -0.93600 0.42918 0.41850  0.139
C3 0.58016 0.32085 -0.10313  0.114
C4 0.80509 -0.31520 -1.49061  0.027
C5 1.25379 -1.76042 -1.34388  0.008
N1 -1.44128 -0.71890 1.07304  0.521
H1 -1.89060 1.49544 2.07454  0.008
H2 -0.10675 1.09494 2.32401  0.000
H3 -0.33974 2.85778 0.31637  0.002
H4 -1.56178 0.59134 -0.46685  -0.001
H5 1.09727 -0.36964 0.60132  -0.001
H6 1.10285 1.29665 0.00670  0.006
H7 1.54965 0.21681 -2.09749  0.011
H8 -0.10991 -0.27396 -2.07803  0.003
H9 1.16125 -2.29628 -2.31187  0.002
H10 2.25451 -1.81179 -0.92834  0.000
H11 0.53986 -2.30539 -0.73520  0.003
H12 -1.88755 -1.27890 0.33496  0.016
H13 -0.77882 -1.34786 1.52933  0.018

***

Entry B
Molecular formula: C5H13NO
Method: DFT, wB97M-V/def2-TZVPD

Values from the calculation:
Spin multiplicity   2
E_HOMO (spin up / spin down)   -0.513 / -0.512 hartree
HOMO-LUMO gap (spin up / spin down)   10.51 / 4.57 eV
Total charge   +1

Each line ends with the Löwdin spin population.
CARTESIAN COORDINATES (ANGSTROEM)
C1 -0.52273 -1.85486 -0.51955  0.001
O1 0.61580 -2.58672 0.07486  0.004
C2 -1.14444 -0.71443 0.40269  0.008
C3 0.03598 -0.06933 1.26271  0.022
C4 1.21174 0.60843 0.41065  0.112
C5 0.61946 1.48086 -0.75725  0.111
N1 -0.48202 2.49514 -0.64471  0.651
H1 -0.08511 -1.46420 -1.58660  0.001
H2 -1.42217 -2.57023 -0.68253  0.000
H3 0.75471 -3.12847 -0.63919  0.000
H4 -1.68236 0.05816 -0.11165  0.003
H5 -1.88941 -1.23559 1.03884  0.002
H6 -0.36327 0.82256 1.93197  0.002
H7 0.42511 -0.83703 1.89998  0.008
H8 1.98026 1.24560 0.96178  0.000
H9 2.01714 -0.05682 -0.10132  0.006
H10 1.43384 2.02088 -1.25883  0.034
H11 0.32932 0.74904 -1.48082  0.000
H12 -1.43345 2.04033 -0.47353  0.019
H13 -0.39839 2.99666 0.27250  0.017

***

Entry C
Molecular formula: C5H13NO
Method: DFT, wB97M-V/def2-TZVPD

Values from the calculation:
Spin multiplicity   2
E_HOMO (spin up / spin down)   -0.521 / -0.521 hartree
HOMO-LUMO gap (spin up / spin down)   9.44 / 4.80 eV
Total charge   +1

Each line ends with the Löwdin spin population.
CARTESIAN COORDINATES (ANGSTROEM)
C1 -1.19867 -2.90989 -0.60976  0.063
C2 0.05322 -2.57141 0.13706  0.073
O1 0.16751 -2.87776 1.30919  0.741
N1 1.28114 -2.13306 -0.44888  0.103
H1 -0.96706 -3.63591 -1.46326  0.004
H2 -1.54342 -1.88956 -1.02312  0.006
H3 1.98335 -1.69854 0.33845  -0.001
H4 1.27602 -2.06280 -1.43260  0.007
H5 -1.93465 -3.54104 0.03276  -0.001
C3 -0.53613 2.22190 0.14679  0.001
C4 0.25457 2.85300 1.23805  0.000
C5 0.35133 1.27335 -0.65199  0.002
H6 -1.37190 1.60464 0.46892  0.000
H7 -0.96180 3.01086 -0.53148  0.000
H8 0.79937 2.29595 1.93280  0.000
H9 0.03399 1.09800 -1.65621  0.000
H10 1.34759 1.82056 -0.53515  0.000
H11 -0.46643 3.37874 1.90108  0.000
H12 1.03609 3.53342 0.83541  0.000
H13 0.39590 0.22955 0.01193  0.001

***

Energies relative to the most stable structure are entry A 0.0; entry B 128.8; entry C 81.7, reported in kJ/mol.

***

Entry A
Molecular formula: CH6NO
Method: DFT, wB97M-V/def2-TZVPD

Values from the calculation:
E_HOMO   -0.085 hartree
HOMO-LUMO gap   7.05 eV
Total charge   -1

Each line ends with the Löwdin charge.
CARTESIAN COORDINATES (ANGSTROEM)
O1 1.79386 -0.89458 0.54050  -0.632
H1 2.08493 -0.62762 -0.32449  -0.232
C1 -0.84781 0.86909 0.30114  -0.248
N1 -1.13474 -0.00694 -0.83103  -0.087
H2 -0.14953 0.43013 1.02155  0.036
H3 -0.31406 1.79336 0.04463  0.057
H4 -1.76666 1.20803 0.78035  0.037
H5 -0.86306 -0.93432 -0.56159  0.029
H6 -0.39819 0.17094 -1.50902  0.039

***

Entry B
Molecular formula: CH6NO
Method: DFT, wB97M-V/def2-TZVPD

Values from the calculation:
E_HOMO   -0.088 hartree
HOMO-LUMO gap   6.72 eV
Total charge   -1

Each line ends with the Löwdin charge.
CARTESIAN COORDINATES (ANGSTROEM)
O1 -1.34488 -2.27252 0.44428  -0.702
H1 -0.96101 -1.94140 1.33950  -0.151
C1 0.67742 0.90144 -0.56494  -0.278
N1 0.01765 0.32494 0.61095  -0.138
H2 0.60384 0.32200 -1.43624  0.023
H3 1.80301 1.19682 -0.40618  0.075
H4 0.09047 1.87757 -0.72271  0.066
H5 -1.05773 0.28922 0.24528  0.105
H6 0.17123 -0.69806 0.49007  0.000

***

Energies relative to the most stable structure are entry A 0.0; entry B 51.2, reported in kJ/mol.